(1)
72
Properties=species:S:1:pos:R:3:forces:R:3 method="wB97M-V/def2-TZVPD" orbital_gap_ev=6.39 charge=-2 e_lumo_ha=0.1476 e_above_lowest_kj_mol=11.59 homo_energy_ev=-2.371
Ba -0.453 0.080 -0.006 -0.1 0.0 0.0
O -2.268 0.720 -1.786 0.1 0.0 0.0
C -2.496 1.074 -2.983 0.0 0.0 0.0
C -3.839 1.310 -3.427 0.0 0.0 0.0
C -4.141 1.706 -4.704 0.0 0.0 0.0
C -3.131 1.911 -5.657 0.0 0.0 0.0
C -1.826 1.698 -5.265 0.0 0.0 0.0
C -1.474 1.283 -3.974 0.0 0.0 0.0
C -0.050 1.087 -3.731 -0.1 0.0 0.1
N 0.510 0.629 -2.684 0.0 0.0 -0.1
C 1.960 0.501 -2.723 0.0 0.0 0.0
C 2.357 -0.925 -3.101 0.0 0.0 0.0
N 3.768 -1.133 -2.832 0.0 0.0 0.0
C 4.124 -1.981 -1.956 0.0 0.0 0.0
C 3.355 -2.893 -1.077 0.0 0.1 0.0
C 3.875 -4.185 -0.955 0.0 -0.1 0.1
C 3.272 -5.161 -0.183 0.1 0.0 0.0
C 2.113 -4.816 0.519 -0.1 0.0 0.0
C 1.600 -3.541 0.463 0.0 -0.1 0.0
C 2.206 -2.508 -0.313 0.0 0.0 -0.1
O 1.739 -1.314 -0.300 0.0 0.0 0.0
H -4.616 1.154 -2.688 0.0 0.0 0.0
H -5.178 1.867 -4.982 0.0 0.0 0.0
H -3.369 2.228 -6.665 0.0 0.0 0.0
H -1.022 1.852 -5.980 0.0 0.0 0.0
H 0.584 1.383 -4.584 0.0 0.0 0.0
H 2.357 0.706 -1.728 0.0 0.0 0.0
H 2.408 1.215 -3.428 0.0 0.0 0.0
H 2.207 -1.051 -4.180 0.0 0.0 0.0
H 1.701 -1.624 -2.582 0.0 0.0 0.0
H 5.209 -2.107 -1.863 0.0 0.0 0.0
H 4.782 -4.423 -1.505 0.0 0.0 0.0
H 3.686 -6.160 -0.124 0.0 0.0 0.0
H 1.610 -5.560 1.129 0.0 0.0 0.0
H 0.705 -3.280 1.016 0.0 0.0 0.0
S -0.709 -1.785 5.116 0.0 0.0 0.0
C 0.090 -0.253 5.216 0.0 0.0 0.0
C 0.689 0.371 6.306 0.0 0.0 0.0
C 1.259 1.617 6.113 0.0 0.0 0.0
C 1.233 2.231 4.856 0.0 0.0 0.0
C 0.642 1.614 3.769 0.0 0.0 0.0
C 0.065 0.357 3.955 0.0 0.0 0.0
N -0.566 -0.372 2.961 0.0 0.0 0.0
C -1.025 -1.500 3.394 0.0 0.0 0.0
C -1.753 -2.497 2.586 0.0 0.0 0.0
C -2.217 -3.657 3.224 0.0 0.0 0.0
C -2.899 -4.617 2.503 0.0 0.0 0.0
C -3.112 -4.403 1.143 0.0 0.0 0.0
C -2.640 -3.246 0.539 0.0 0.0 0.0
C -1.933 -2.229 1.212 0.0 0.0 0.0
H 0.708 -0.105 7.279 0.0 0.0 0.0
H 1.731 2.122 6.948 0.0 0.0 0.0
H 1.680 3.209 4.726 0.0 0.0 0.0
H 0.604 2.079 2.787 0.0 0.0 0.0
H -2.049 -3.821 4.286 0.0 0.0 0.0
H -3.258 -5.519 2.986 0.0 0.0 0.0
H -3.645 -5.150 0.559 0.0 0.0 0.0
H -2.831 -3.134 -0.528 0.0 0.0 0.0
C -0.790 3.832 -1.061 0.0 0.0 0.0
C -0.106 3.756 0.316 0.0 -0.1 0.0
O 0.126 2.502 0.736 0.0 0.0 0.0
C 1.245 4.514 0.218 0.0 0.0 0.0
F 2.036 3.938 -0.704 0.0 0.0 0.0
F 1.126 5.819 -0.154 0.0 0.0 0.0
F 1.936 4.518 1.372 0.0 0.0 0.0
C -1.021 4.479 1.340 0.0 0.0 0.0
F -1.322 5.764 1.010 0.0 0.0 0.0
F -0.497 4.526 2.579 0.0 0.0 0.0
F -2.198 3.839 1.444 0.0 0.0 0.0
H -0.156 3.319 -1.783 0.0 0.0 0.0
H -0.977 4.853 -1.400 0.0 0.0 0.0
H -1.731 3.286 -1.007 0.0 0.0 0.0

(2)
71
Properties=species:S:1:pos:R:3:forces:R:3 method="wB97M-V/def2-TZVPD" orbital_gap_ev=7.06 charge=+2 e_lumo_ha=-0.2331 e_above_lowest_kj_mol=68.44 homo_energy_ev=-13.398
Zr -0.212 0.128 -0.083 0.4 0.1 0.2
Br -6.698 3.667 1.150 0.0 -0.1 0.0
C -5.277 2.494 0.762 -0.1 0.0 -0.1
C -5.317 1.694 -0.382 0.0 0.1 0.1
C -4.284 0.825 -0.669 0.0 -0.2 -0.2
C -3.168 0.752 0.157 -0.1 0.1 0.0
O -2.169 -0.105 -0.119 0.3 0.1 0.0
C -3.127 1.562 1.306 0.0 0.0 0.0
C -2.059 1.426 2.250 0.1 0.0 0.0
N -0.914 0.893 1.980 -0.1 0.2 -0.1
C -0.047 0.538 3.046 0.0 0.0 0.0
C 0.260 1.282 4.147 -0.1 0.1 0.0
C 1.069 0.731 5.165 0.0 0.0 0.0
C 1.524 -0.554 5.080 0.0 0.0 0.0
C 1.214 -1.344 3.946 0.0 0.0 0.0
C 1.571 -2.703 3.807 0.0 0.0 0.0
C 1.168 -3.391 2.694 0.1 -0.1 0.2
C 0.483 -2.712 1.678 -0.1 0.0 -0.1
N 0.165 -1.433 1.741 0.1 0.0 0.0
C 0.466 -0.768 2.904 0.1 0.0 -0.1
C -4.204 2.410 1.611 0.1 0.0 0.1
H -6.172 1.754 -1.043 0.0 0.0 0.0
H -4.328 0.204 -1.552 0.0 0.0 0.0
H -2.256 1.763 3.268 0.0 -0.1 0.0
H -0.126 2.290 4.252 0.0 0.0 0.0
H 1.303 1.330 6.034 0.0 0.0 0.0
H 2.108 -0.988 5.881 0.0 0.0 0.0
H 2.133 -3.191 4.593 0.0 0.0 0.0
H 1.384 -4.443 2.577 0.0 0.0 0.0
H 0.198 -3.246 0.782 0.0 0.0 0.0
H -4.179 3.005 2.516 0.0 0.0 0.0
C -2.522 -1.980 -2.101 0.0 0.0 0.0
C -1.180 -2.621 -1.921 -0.1 0.1 0.0
C -1.043 -3.926 -2.391 0.0 -0.1 0.0
C 0.177 -4.556 -2.372 0.0 0.0 0.0
C 1.274 -3.834 -1.930 0.1 -0.1 0.0
C 1.093 -2.549 -1.467 0.0 0.1 0.0
N -0.129 -1.956 -1.380 -0.1 0.1 -0.1
C 2.269 -1.768 -1.025 -0.1 0.1 0.0
C 3.561 -2.096 -1.402 0.1 -0.1 0.0
C 4.612 -1.339 -0.917 0.0 0.0 0.0
C 4.348 -0.273 -0.075 0.1 0.0 0.0
C 3.030 0.023 0.227 -0.1 0.0 0.0
N 2.018 -0.704 -0.254 -0.3 0.0 -0.1
C 2.665 1.214 1.023 -0.1 0.0 -0.1
C 3.567 1.749 1.918 0.1 0.0 0.0
C 3.265 2.953 2.528 0.0 0.0 0.0
C 2.097 3.587 2.168 0.1 0.1 0.1
C 1.202 2.989 1.285 -0.1 -0.1 -0.1
C 0.006 3.802 0.879 0.1 -0.1 0.0
N 1.453 1.762 0.762 0.0 0.2 0.0
H -3.074 -2.533 -2.858 0.0 0.0 0.0
H -2.420 -0.951 -2.434 0.0 0.0 0.0
H -3.100 -1.993 -1.179 0.0 0.0 0.0
H -1.915 -4.426 -2.787 0.0 0.0 0.0
H 0.289 -5.573 -2.722 0.0 0.0 0.0
H 2.255 -4.283 -1.935 0.0 0.0 0.0
H 3.753 -2.910 -2.084 0.0 0.0 0.0
H 5.628 -1.567 -1.208 0.0 0.0 0.0
H 5.154 0.345 0.291 0.0 0.0 0.0
H 4.493 1.237 2.131 0.0 0.0 0.0
H 3.946 3.398 3.241 0.0 0.0 0.0
H 1.859 4.564 2.566 0.0 0.0 0.0
H -0.090 4.663 1.537 0.0 0.0 0.0
H -0.926 3.254 0.875 -0.1 0.0 0.0
H 0.155 4.174 -0.136 0.0 0.0 0.0
O -1.299 1.139 -3.264 0.4 0.3 0.2
Cl -0.333 1.797 -2.456 -0.3 -0.1 -0.9
O 0.200 2.969 -3.008 0.0 -0.1 0.1
O -0.918 2.054 -1.117 -0.2 -0.1 0.5
O 0.742 0.833 -2.089 -0.1 -0.5 0.3

(3)
68
Properties=species:S:1:pos:R:3:forces:R:3 method="wB97M-V/def2-TZVPD" orbital_gap_ev=6.94 e_lumo_ha=-0.0183 e_above_lowest_kj_mol=1.75 homo_energy_ev=-7.433
In -0.234 -0.730 0.420 -0.1 0.2 -0.1
Br -6.711 1.391 -2.809 0.0 0.0 0.0
C -5.346 0.705 -1.687 0.0 0.0 0.1
C -5.405 0.947 -0.303 0.0 0.0 -0.1
C -4.425 0.477 0.527 0.0 0.0 0.0
C -3.312 -0.256 0.026 0.2 0.0 0.0
O -2.376 -0.629 0.821 -0.2 -0.1 0.0
C -3.302 -0.534 -1.373 0.0 0.1 0.2
C -2.325 -1.381 -1.970 -0.1 0.0 -0.3
N -1.328 -1.950 -1.382 0.2 -0.1 0.1
C -0.571 -2.871 -2.118 0.0 -0.1 0.0
C -1.069 -3.670 -3.116 0.0 -0.1 -0.1
C -0.237 -4.579 -3.808 0.0 0.1 0.0
C 1.078 -4.717 -3.479 0.0 0.0 0.1
C 1.614 -3.962 -2.405 0.0 -0.1 -0.1
C 2.944 -4.096 -1.953 0.0 0.0 0.0
C 3.367 -3.379 -0.873 0.0 0.0 0.0
C 2.459 -2.509 -0.238 0.1 0.0 0.0
N 1.228 -2.342 -0.654 0.1 0.1 0.0
C 0.789 -3.049 -1.723 -0.2 0.0 0.0
C -4.321 -0.029 -2.207 0.0 0.0 -0.1
H -6.234 1.513 0.101 0.0 0.0 0.0
H -4.460 0.660 1.593 0.0 0.0 0.0
H -2.462 -1.551 -3.043 0.0 0.0 0.0
H -2.121 -3.635 -3.366 0.0 0.0 0.0
H -0.665 -5.179 -4.600 0.0 0.0 0.0
H 1.716 -5.415 -4.007 0.0 0.0 0.0
H 3.606 -4.784 -2.465 0.0 0.0 0.0
H 4.372 -3.469 -0.486 0.0 0.0 0.0
H 2.753 -1.942 0.635 0.0 0.0 0.0
H -4.283 -0.239 -3.269 0.0 0.0 0.0
O 1.823 0.200 0.515 0.0 0.1 0.0
N 2.134 1.264 -0.199 0.0 0.0 0.0
C 3.380 1.761 -0.016 -0.1 0.0 0.0
C 3.821 2.853 -0.707 0.1 0.0 0.0
C 2.952 3.472 -1.606 0.0 0.0 0.0
C 1.691 2.963 -1.776 0.0 0.0 0.0
C 1.257 1.826 -1.078 0.0 -0.1 0.1
S -0.292 1.137 -1.343 -0.1 0.0 0.0
H 3.953 1.214 0.716 0.0 0.0 0.0
H 4.823 3.217 -0.533 0.0 0.0 0.0
H 3.261 4.348 -2.159 0.0 0.0 0.0
H 0.991 3.420 -2.460 0.0 0.0 0.0
C -1.163 2.018 2.281 0.0 -0.1 -0.1
N -0.534 0.717 2.288 0.0 -0.1 0.0
C -0.379 0.077 3.380 0.0 0.0 0.1
C 0.073 -1.284 3.364 0.0 0.0 0.0
C 0.373 -2.168 4.392 0.0 0.1 0.1
C 0.704 -3.386 3.781 0.0 -0.1 -0.1
C 0.571 -3.187 2.410 0.0 0.0 0.1
N 0.195 -1.916 2.156 0.0 -0.1 -0.1
C -0.241 3.124 1.821 -0.1 0.0 0.0
C 1.077 3.191 2.256 0.0 -0.1 0.0
C 1.883 4.261 1.896 0.0 0.0 0.0
C 1.383 5.273 1.090 0.0 0.0 0.0
C 0.073 5.204 0.637 0.0 0.0 0.0
C -0.731 4.134 0.998 0.0 0.0 0.0
H -1.554 2.259 3.279 0.0 0.0 0.0
H -2.020 1.960 1.606 0.0 0.0 0.0
H -0.624 0.537 4.342 0.0 0.0 0.0
H 0.357 -1.945 5.448 0.0 0.0 0.0
H 0.988 -4.304 4.269 0.0 0.0 0.0
H 0.714 -3.899 1.611 0.0 0.0 0.0
H 1.474 2.391 2.871 0.0 0.0 0.0
H 2.907 4.307 2.245 0.0 0.0 0.0
H 2.015 6.107 0.810 0.0 0.0 0.0
H -0.325 5.981 -0.004 0.0 0.0 0.0
H -1.750 4.077 0.633 0.0 0.0 0.0